Below is a 2-piece molecular cluster, C3H8INS overall, with properties calculated with ωB97M-V/def2-TZVPD.

```
14
Properties=species:S:1:pos:R:3:nbo_charge:R:1
C -0.856 -0.058 -1.929 -0.616
C 1.756 0.176 1.985 -0.088
C 0.004 1.038 -1.327 -0.524
N 1.280 0.356 0.829 -0.587
S -0.138 1.125 0.495 0.413
I -1.504 -1.965 2.845 -0.096
H -0.578 -1.024 -1.525 0.212
H -1.906 0.126 -1.721 0.207
H -0.717 -0.079 -3.009 0.209
H -2.112 -2.735 1.617 0.097
H 1.297 0.499 2.917 0.147
H 2.699 -0.346 2.047 0.174
H -0.287 2.016 -1.708 0.213
H 1.063 0.869 -1.515 0.238
```

Its lowest unoccupied orbital energy is 0.56 eV. The calculation puts the highest occupied orbital energy at -8.49 eV. The energy above the lowest of the compared OMol25 structures with the same formula, charge and spin is 0.00 kJ/mol. The value obtained for the largest force on an atom is 0.99 eV Å⁻¹. Its SMILES is C=NSCC.I. The total energy comes out at -23665.5414 eV.